# C43H101IO16P6

A 5-piece molecular cluster, C43H101IO16P6 overall at a distorted geometry (ωB97M-V/def2-TZVPD, the Open Molecules 2025 dataset).

Each atom is followed by the atoms it is bonded to, with distances in Å.
Atoms and positions in Å:
1 H -5.224 -6.490 -5.806  C81 1.094
2 C 9.135 4.451 3.432  C106 1.539, H149 1.089, H152 1.091, H157 1.088
3 H -4.015 5.806 1.849  C150 1.089
4 H 9.325 1.901 2.910  C162 1.088
5 H 10.375 10.243 5.362  C17 1.094
6 H -7.203 6.090 -5.892  C67 1.090
7 H -1.188 0.390 6.309  C139 1.093
8 H 12.697 11.363 7.018  C82 1.090
9 H -2.161 -8.403 -3.049  C52 1.092
10 C 0.554 3.928 4.779  H11 1.092, H21 1.091, C54 1.549, C58 1.526
11 H 1.234 4.781 4.826  C10 1.092
12 C -3.139 -13.723 -1.488  C49 1.517, H65 1.091, H101 1.091, H133 1.089
13 H 13.542 6.263 7.459  C64 1.090
14 H -5.224 4.146 -3.557  C26 1.093
15 H -0.079 4.437 6.739  C58 1.095
16 C 7.248 1.799 3.530  H59 1.092, C80 1.531, H85 1.091, C162 1.543
17 C 11.340 10.749 5.459  H5 1.094, H20 1.089, C82 1.518, O158 1.424
18 C -6.308 -4.649 -6.231  O22 1.430, H42 1.090, C81 1.517, H125 1.092
19 P -7.980 -6.650 -5.539  O22 1.594, O70 1.469, O84 1.605, O122 1.604
20 H 11.258 11.712 4.957  C17 1.089
21 H 1.082 3.154 4.222  C10 1.091
22 O -7.616 -5.221 -6.144  C18 1.430, P19 1.594
23 H 12.493 6.293 3.235  C88 1.090
24 H 8.110 1.750 1.575  C162 1.091
25 H -10.373 -10.048 -6.387  C44 1.091
26 C -4.943 3.521 -2.706  H14 1.093, C79 1.516, H86 1.090, H123 1.091
27 H 7.523 -0.287 3.151  C80 1.093
28 O -7.010 1.920 -5.503  P68 1.467
29 H -1.024 1.094 4.741  C139 1.087
30 C -7.859 5.047 -4.134  O46 1.441, C67 1.517, H110 1.089, H137 1.092
31 H -5.505 -10.286 -3.722  C159 1.092
32 H -2.840 6.433 -0.369  C73 1.090
33 O 13.952 8.597 5.882  P55 1.634, C129 1.433
34 O 13.513 8.008 3.808  P55 1.646, C88 1.423
35 C -8.759 -0.788 -4.630  H102 1.090, H105 1.091, C138 1.516, H165 1.092
36 H -6.818 -4.870 -1.884  C61 1.090
37 H 6.115 0.086 4.156  C80 1.094
38 H -1.770 -12.079 -1.173  C49 1.090
39 H 1.450 -0.822 4.187  C92 1.094
40 H -1.758 2.885 6.012  C115 1.096
41 H 5.531 -0.757 1.863  C113 1.091
42 H -6.333 -3.934 -7.053  C18 1.090
43 H -1.089 -7.306 -3.924  C52 1.090
44 C -10.384 -8.988 -6.131  H25 1.091, H50 1.089, C66 1.516, H155 1.091
45 H -5.673 -9.048 -5.916  C93 1.088
46 O -8.145 3.729 -3.628  C30 1.441, P68 1.592
47 C -3.414 2.438 0.745  H75 1.090, H90 1.088, H130 1.090, P160 1.832
48 H -4.094 -8.863 -5.155  C93 1.095
49 C -1.930 -12.895 -1.877  C12 1.517, H38 1.090, O145 1.426, H154 1.091
50 H -10.086 -8.877 -5.089  C44 1.089
51 H -9.057 -5.825 -2.302  C100 1.088
52 C -1.239 -8.346 -3.631  H9 1.092, H43 1.090, C56 1.517, H98 1.090
53 H -10.454 0.521 -4.765  C138 1.090
54 C -0.669 4.405 3.956  C10 1.549, P111 1.851, H116 1.090, H151 1.088
55 P 12.544 8.429 5.070  O33 1.634, O34 1.646, O72 1.491, O158 1.633
56 C -1.288 -9.225 -4.867  C52 1.517, H104 1.090, H131 1.092, O156 1.439
57 H -2.342 4.751 -0.495  C73 1.087
58 C 0.255 3.532 6.222  C10 1.526, H15 1.095, C115 1.526, H136 1.091
59 H 7.657 1.802 4.543  C16 1.092
60 H -4.822 1.734 -3.909  C79 1.093
61 C -7.130 -5.026 -2.916  H36 1.090, H89 1.090, C100 1.524, H147 1.093
62 H 15.162 8.055 7.421  C129 1.090
63 H 4.244 1.511 1.145  C127 1.090
64 C 13.217 7.241 7.815  H13 1.090, H121 1.090, C129 1.516, H164 1.096
65 H -3.171 -13.870 -0.407  C12 1.091
66 C -9.473 -8.208 -7.059  C44 1.516, H77 1.090, O122 1.428, H153 1.090
67 C -7.604 5.111 -5.628  H6 1.090, C30 1.517, H74 1.092, H118 1.090
68 P -7.559 2.372 -4.220  O28 1.467, O46 1.592, O126 1.605, O163 1.607
69 I 0.472 3.430 0.863  P111 2.478
70 O -7.343 -7.950 -5.290  P19 1.469
71 O -3.245 -10.467 -2.227  P166 1.468
72 O 11.292 7.818 4.539  P55 1.491
73 C -3.091 5.415 -0.070  H32 1.090, H57 1.087, H91 1.087, C150 1.538
74 H -6.890 4.354 -5.957  C67 1.092
75 H -2.671 2.530 -0.047  C47 1.090
76 H -7.832 -7.037 -2.663  C100 1.093
77 H -8.548 -8.752 -7.251  C66 1.090
78 H 1.560 1.218 6.242  C128 1.089
79 C -5.274 2.065 -2.970  C26 1.516, H60 1.093, H83 1.090, O163 1.428
80 C 6.682 0.400 3.275  C16 1.531, H27 1.093, H37 1.094, C113 1.531
81 C -5.173 -5.626 -6.474  H1 1.094, C18 1.517, H108 1.090, H161 1.091
82 C 11.690 10.955 6.921  H8 1.090, C17 1.518, H135 1.090, H140 1.095
83 H -4.871 1.441 -2.174  C79 1.090
84 O -8.834 -6.160 -4.271  P19 1.605, C100 1.430
85 H 6.466 2.559 3.495  C16 1.091
86 H -3.873 3.650 -2.539  C26 1.090
87 H 13.974 9.263 7.846  C129 1.094
88 C 13.090 7.095 2.801  H23 1.090, O34 1.423, H134 1.091, C167 1.518
89 H -7.471 -4.077 -3.332  C61 1.090
90 H -4.426 2.557 0.364  C47 1.088
91 H -4.084 5.173 -0.439  C73 1.087
92 C 1.357 0.263 4.282  H39 1.094, H99 1.092, C128 1.549, C132 1.527
93 C -4.774 -9.584 -5.622  H45 1.088, H48 1.095, H103 1.092, C159 1.513
94 H -5.895 -11.333 -5.082  C159 1.089
95 H 0.855 -0.373 6.239  C128 1.090
96 H -2.246 5.867 1.852  C150 1.090
97 H 7.345 4.114 2.282  C106 1.090
98 H -0.416 -8.638 -2.979  C52 1.090
99 H 0.632 0.570 3.525  C92 1.092
100 C -8.237 -6.071 -2.975  H51 1.088, C61 1.524, H76 1.093, O84 1.430
101 H -3.102 -14.704 -1.964  C12 1.091
102 H -7.691 -0.732 -4.421  C35 1.090
103 H -4.286 -9.986 -6.513  C93 1.092
104 H -0.290 -9.309 -5.295  C56 1.090
105 H -8.911 -1.441 -5.490  C35 1.091
106 C 8.366 3.735 2.308  C2 1.539, H97 1.090, H143 1.090, C162 1.541
107 C 3.281 0.273 2.634  H109 1.092, C127 1.546, C132 1.535, H144 1.090
108 H -4.218 -5.128 -6.312  C81 1.090
109 H 3.589 -0.756 2.831  C107 1.092
110 H -8.723 5.660 -3.884  C30 1.089
111 P -1.116 3.087 2.735  C54 1.851, I69 2.478, P160 2.146
112 H 6.366 0.625 1.163  C113 1.091
113 C 5.797 0.288 2.031  H41 1.091, C80 1.531, H112 1.091, C127 1.539
114 H 4.637 1.944 2.786  C127 1.091
115 C -0.829 2.476 6.425  H40 1.096, C58 1.526, H124 1.090, C139 1.541
116 H -0.333 5.251 3.358  C54 1.090
117 H -9.185 0.903 -5.909  C138 1.090
118 H -8.528 4.960 -6.186  C67 1.090
119 H 13.031 8.331 1.032  C167 1.091
120 H 3.413 0.600 4.782  C132 1.094
121 H 13.243 7.231 8.905  C64 1.090
122 O -9.193 -6.901 -6.557  P19 1.604, C66 1.428
123 H -5.481 3.879 -1.827  C26 1.091
124 H -1.034 2.337 7.486  C115 1.090
125 H -6.136 -4.066 -5.324  C18 1.092
126 O -8.913 1.553 -3.953  P68 1.605, C138 1.428
127 C 4.487 1.092 2.121  H63 1.090, C107 1.546, C113 1.539, H114 1.091
128 C 0.854 0.582 5.712  H78 1.089, C92 1.549, H95 1.090, C139 1.548
129 C 14.118 8.338 7.281  O33 1.433, H62 1.090, C64 1.516, H87 1.094
130 H -3.328 1.436 1.165  C47 1.090
131 H -1.914 -8.769 -5.638  C56 1.092
132 C 2.736 0.832 3.955  C92 1.527, C107 1.535, H120 1.094, H146 1.093
133 H -4.068 -13.248 -1.803  C12 1.089
134 H 13.999 6.638 2.407  C88 1.091
135 H 10.987 11.642 7.394  C82 1.090
136 H 1.180 3.238 6.720  C58 1.091
137 H -7.016 5.469 -3.582  C30 1.092
138 C -9.372 0.574 -4.887  C35 1.516, H53 1.090, H117 1.090, O126 1.428
139 C -0.599 1.114 5.741  H7 1.093, H29 1.087, C115 1.541, C128 1.548
140 H 11.649 10.008 7.471  C82 1.095
141 O -4.007 -11.563 -4.382  C159 1.435, P166 1.600
142 H 11.806 7.057 1.065  C167 1.091
143 H 8.861 3.913 1.353  C106 1.090
144 H 2.485 0.291 1.889  C107 1.090
145 O -2.031 -12.395 -3.209  C49 1.426, P166 1.608
146 H 2.711 1.920 3.856  C132 1.093
147 H -6.261 -5.366 -3.486  C61 1.093
148 H 11.621 8.511 2.060  C167 1.089
149 H 9.569 5.385 3.079  C2 1.089
150 C -3.113 5.332 1.466  H3 1.089, C73 1.538, H96 1.090, P160 1.857
151 H -1.534 4.667 4.562  C54 1.088
152 H 9.965 3.818 3.750  C2 1.091
153 H -9.961 -8.064 -8.023  C66 1.090
154 H -1.033 -13.515 -1.853  C49 1.091
155 H -11.411 -8.630 -6.211  C44 1.091
156 O -1.735 -10.572 -4.631  C56 1.439, P166 1.594
157 H 8.483 4.639 4.283  C2 1.088
158 O 12.341 10.019 4.758  C17 1.424, P55 1.633
159 C -5.118 -10.698 -4.657  H31 1.092, C93 1.513, H94 1.089, O141 1.435
160 P -3.111 3.598 2.131  C47 1.832, P111 2.146, C150 1.857
161 H -5.194 -5.997 -7.500  C81 1.091
162 C 8.351 2.210 2.534  H4 1.088, C16 1.543, H24 1.091, C106 1.541
163 O -6.680 1.816 -2.995  P68 1.607, C79 1.428
164 H 12.175 7.382 7.505  C64 1.096
165 H -9.224 -1.257 -3.761  C35 1.092
166 P -2.785 -11.007 -3.512  O71 1.468, O141 1.600, O145 1.608, O156 1.594
167 C 12.339 7.787 1.677  C88 1.518, H119 1.091, H142 1.091, H148 1.089

The net charge is 0. Its SMILES is CCCCCCCCCCCCCCCCP(I)#P(C)CC.CCOP(=O)(OCC)OCC.CCOP(=O)(OCC)OCC.CCOP(=O)(OCC)OCC.CCOP(=O)(OCC)OCC. The value obtained for the lowest unoccupied orbital energy is -0.1 eV. As for the total energy: -142830.4880 eV. For the HOMO-LUMO gap, the calculation gives 8.3 eV.